Density functional theory data (ωB97M-V/def2-TZVPD) for an isolated molecule of C6H13NO.

Properties
net charge: 0
energy relative to the best compared isomer or geometry (same formula, charge and spin): 185.6 kJ/mol
HOMO-LUMO gap: 10.01 eV
highest occupied orbital energy: -8.98 eV
E_tot: -9969.2508 eV
LUMO energy: 1.029 eV
strongest force on any atom: 1.66 eV/Å
spin multiplicity: 1

Cartesian coordinates (Å):
C  0.229  -0.956  -1.680
C  -0.850  -2.052  -1.595
C  -0.172  0.320  -0.930
N  0.241  0.336  0.467
C  -0.818  -0.104  1.357
C  0.727  1.648  0.860
C  1.689  1.574  2.056
O  2.606  2.335  2.170
H  0.267  -0.714  -2.734
H  1.141  -1.392  -1.302
H  -0.515  -3.024  -1.966
H  -1.291  -2.239  -0.608
H  -1.730  -1.807  -2.210
H  0.245  1.178  -1.462
H  -1.251  0.470  -1.105
H  -0.461  -0.086  2.381
H  -1.759  0.443  1.217
H  -1.051  -1.146  1.158
H  -0.047  2.398  1.102
H  1.352  2.073  0.077
H  1.448  0.744  2.748

Atomic partial charges in e from the Mulliken method, atoms 1 to 2:
1. C -0.48
2. C -1.12